DFT (the ωB97M-V functional and the def2-TZVPD basis) results for a 2-piece molecular cluster, C4H14N3 overall.

Computed properties:
molar mass: 104.2 g/mol
energy above the lowest of the compared OMol25 structures with the same formula, charge and spin: 272.7 kJ/mol
DFT total energy: -324.7610 Eh

Structure (ORCA input):
```
! wB97M-V def2-TZVPD RIJCOSX def2/J DEFGRID3
* xyz 1 1
C 2.127 -1.314 0.467
C -0.153 1.212 1.211
C 0.642 -1.150 0.302
C -1.243 0.187 -1.212
N -2.361 -0.202 -0.657
N -1.263 1.308 -1.914
N 0.402 0.280 0.055
H 2.692 -1.077 -0.426
H 2.574 -0.868 1.487
H 2.289 -2.417 0.453
H -0.689 2.008 0.566
H -0.831 0.598 1.701
H 0.492 1.712 1.869
H 0.284 -1.507 1.189
H 0.258 -1.741 -0.573
H -0.551 -0.590 -1.422
H -2.590 -1.096 -0.076
H -2.962 0.617 -0.424
H -1.958 2.015 -1.696
H -0.504 1.679 -2.560
H 1.159 0.736 -0.358
*
```